Entry 1:
Molecular formula: C3H8OS2
Method: DFT, ωB97M-V/def2-TZVPD

Geometry as XYZ:
```
14
Properties=species:S:1:pos:R:3:forces:R:3:mulliken_charge:R:1
C 0.9910 0.6839 -2.0681 -1.93 1.74 0.47 -0.872
C -0.2448 0.1561 -2.2396 1.25 1.07 1.39 0.081
O -1.5022 0.6591 -1.9623 0.79 1.37 -0.52 -0.464
H 1.7620 0.0168 -2.3594 0.89 -0.14 0.04 0.337
H 1.2055 1.7049 -1.6386 -0.14 -1.12 -0.90 0.314
H -0.0954 -0.9073 -2.3618 -1.58 -0.31 -0.59 0.293
H -1.5580 1.6819 -1.9233 0.70 -2.59 -0.10 0.354
C 1.7475 -0.8857 0.9962 -1.10 1.23 -0.38 -0.683
S -0.0683 -1.1588 1.2324 0.81 -0.55 0.35 -0.041
S -0.5936 0.7789 1.3269 0.06 1.13 -0.30 -0.155
H 2.3309 -1.6082 1.4772 0.73 -1.08 1.05 0.381
H 1.8005 -1.0769 -0.0552 0.68 0.37 -0.67 0.148
H 2.0745 0.1546 1.2701 -0.52 -1.15 -0.24 0.254
H 0.1261 1.1139 0.2096 -0.65 0.04 0.40 0.055
```
Forces are in eV/Å.

Summary:
Total energy ... -990.6443 a.u.
Relative energy (zero: lowest compared OMol25 entry of this formula, charge and spin) ... 1.8044 eV
Structure (SMILES) ... C=CO.CSS
Net charge ... 0
HOMO-LUMO gap ... 8.8 eV
Largest force on an atom ... 0.052 hartree/bohr
LUMO ... 0.0183 Eh

---

Entry 2:
Molecular formula: C14H27BN2O4
Method: DFT, ωB97M-V/def2-TZVPD

Geometry as XYZ:
```
48
Properties=species:S:1:pos:R:3:forces:R:3:mulliken_charge:R:1
C -2.4008 0.1590 -1.5915 0.76 0.03 0.84 -1.204
C -2.6069 -0.9948 -2.5168 0.19 -0.52 -0.89 1.061
C -3.8984 -0.7097 -3.3071 0.17 -0.29 0.63 -1.739
C -2.5670 -2.3860 -1.7843 -2.13 0.92 0.01 -1.226
C -1.3438 -2.6676 -0.9683 1.67 -0.06 -0.65 -0.148
N -1.3297 -2.0905 0.3599 -0.05 0.66 0.47 -0.092
C -0.8146 -2.7254 1.4498 -0.67 -0.93 -0.22 0.828
O -0.6168 -3.9225 1.5591 -0.08 -0.26 -0.69 -0.686
C -0.4744 -1.8570 2.6074 0.59 0.81 -0.23 -0.786
N 0.6902 -1.0501 2.1611 0.86 -1.22 1.41 -0.128
C 0.6112 0.2084 1.7147 -0.30 1.73 -0.29 -0.049
O -0.4715 0.7303 1.4590 0.25 -0.41 -0.14 -0.659
C 1.9111 1.0179 1.5685 -0.14 0.56 -0.09 0.899
C 2.1006 1.5403 0.1172 -0.48 0.01 -0.22 -0.786
C 3.0973 2.7079 -0.0237 -0.04 -0.24 -0.17 -0.940
C 2.8990 3.8055 1.0131 -0.26 0.33 0.98 -0.689
C 2.9017 3.2330 2.4842 0.46 -0.53 -1.18 -0.801
C 1.7801 2.1906 2.5853 0.36 0.22 -0.01 -1.095
B -0.1144 -2.0230 -1.7718 0.34 -0.70 0.34 0.639
O 0.8262 -1.3007 -1.0571 0.12 -0.06 0.02 -0.788
O 0.0071 -2.2451 -3.1510 1.82 1.06 1.43 -0.584
H -1.3991 0.1971 -1.1467 -0.07 0.09 -0.07 -0.011
H -2.5495 1.0957 -2.0942 -0.06 0.53 -0.29 0.548
H -3.1100 0.0988 -0.7786 -0.32 0.12 0.40 0.311
H -1.7851 -1.0322 -3.2455 -0.34 0.18 0.13 0.244
H -4.6881 -0.4335 -2.6144 -0.28 -0.10 0.19 0.374
H -4.2023 -1.5973 -3.8262 -0.33 -0.42 -0.51 0.431
H -3.8338 0.1272 -4.0096 0.40 -0.19 0.06 0.383
H -2.6411 -3.1685 -2.5265 -0.19 -0.18 -0.31 0.409
H -3.4708 -2.4403 -1.1322 0.40 -0.15 -0.38 0.290
H -1.1323 -3.7485 -0.8753 -0.36 0.39 0.07 0.467
H -1.2712 -1.0636 0.3418 -0.29 -0.62 0.60 -0.024
H -0.1652 -2.4979 3.4327 -0.07 0.15 -0.12 0.423
H -1.3416 -1.2586 2.8781 0.27 0.46 0.11 0.308
H 1.5990 -1.3782 2.5124 -0.71 0.33 -0.41 0.283
H 2.7862 0.4091 1.8090 -0.01 -0.08 0.25 0.428
H 2.3799 0.7155 -0.5508 0.18 0.08 0.26 0.282
H 1.1212 1.8342 -0.2702 -0.07 0.25 0.23 0.297
H 3.0658 3.1246 -1.0479 -0.29 -0.15 0.42 0.405
H 4.0986 2.3066 0.0447 0.52 -0.15 0.27 0.399
H 3.6122 4.6393 0.8745 -0.10 -0.53 0.15 0.347
H 1.9130 4.2498 0.8447 -0.07 0.05 0.03 0.304
H 2.7846 3.9819 3.2799 -0.01 0.00 -0.47 0.383
H 3.8656 2.7282 2.6477 -0.03 0.20 0.07 0.338
H 1.7020 1.8096 3.6117 0.02 -0.06 -0.18 0.368
H 0.8749 2.7537 2.3803 -0.46 -0.29 -0.08 0.348
H 0.7291 -1.2596 -0.0671 -0.10 -0.38 -1.58 0.335
H 0.8718 -1.8137 -3.3800 -1.05 -0.62 -0.18 0.304
```
Forces are in eV/Å.

Summary:
Total energy ... -985.1302 a.u.
Structure (SMILES) ... CC(C)C[C@H](NC(=O)CNC(=O)C1CCCCC1)B(O)O
Net charge ... 0
HOMO-LUMO gap ... 9.9 eV
Largest force on an atom ... 0.050 hartree/bohr
LUMO ... 0.0188 Eh

---

Entry 3:
Molecular formula: C20H39FN10O22S
Method: DFT, ωB97M-V/def2-TZVPD

Geometry as XYZ:
```
93
Properties=species:S:1:pos:R:3:forces:R:3:mulliken_charge:R:1
O 1.3349 1.6126 1.7040 -0.20 0.21 0.08 -0.230
C 0.9411 2.7322 1.5371 -0.15 -0.10 0.18 0.006
O -0.3773 3.1106 1.7729 1.51 -0.05 -0.99 -0.385
C -1.1890 2.8187 0.5985 -1.36 -0.46 -0.24 -0.881
C -1.7968 1.3515 0.6636 -0.76 0.96 -0.05 1.000
C -2.1922 0.8147 -0.7672 -0.09 -0.34 0.99 -1.120
C -1.2315 -0.2869 -1.3579 0.11 -0.14 -1.17 -0.587
C 0.2375 -0.2132 -0.8351 -0.82 -0.33 -0.81 1.992
O 0.6924 1.1331 -1.1650 2.02 -0.52 0.68 -0.264
C 2.0624 1.0924 -1.3730 -0.72 -0.62 0.38 0.300
O 2.7437 2.0423 -1.5591 0.06 0.15 0.01 -0.613
O 2.5488 -0.2279 -1.3683 -2.35 1.19 -0.35 -0.359
C 1.3595 -0.9886 -1.5769 -0.58 -1.58 -0.27 1.438
F 1.0299 -0.8826 -2.9578 0.65 -0.10 0.66 -0.426
C 1.6134 -2.4986 -1.2813 0.45 0.27 0.06 -0.818
C 1.1897 -2.9750 0.1522 -0.49 -0.92 -0.80 -0.636
S 2.1155 -2.1562 1.5189 -0.03 0.74 0.82 -0.202
C 0.8517 -1.4637 2.5951 -3.30 -0.68 -0.80 0.643
N -0.4348 -1.7554 2.3648 2.08 -0.35 -0.70 -0.084
N -1.2358 -1.1083 3.2512 2.90 1.79 2.03 -0.505
C -0.3733 -0.4301 4.0190 -1.81 -0.75 -0.97 -0.149
O 0.9528 -0.6059 3.6616 -0.96 -0.82 -0.76 -0.293
H 1.6791 3.5155 1.1998 -1.04 -0.14 0.25 0.346
H -0.6607 3.0277 -0.3639 -0.05 -0.26 0.89 0.369
H -2.0497 3.5391 0.6482 0.91 -0.58 0.01 0.397
H -1.1697 0.6610 1.2712 -0.36 0.57 -0.64 -0.922
H -2.7584 1.4700 1.2312 1.03 -0.29 -0.36 0.528
H -2.3102 1.6992 -1.4396 0.29 -0.79 0.28 0.391
H -3.2091 0.3501 -0.6647 0.96 0.42 -0.21 0.308
H -1.6428 -1.3172 -1.1914 0.38 0.89 0.20 0.357
H -1.2301 -0.1484 -2.4761 0.19 -0.21 1.06 0.305
H 0.2036 -0.5051 0.2419 0.57 0.94 -0.63 -1.802
H 2.7054 -2.6996 -1.4698 -1.01 0.28 0.26 0.438
H 1.0740 -3.1165 -2.0497 0.30 0.65 0.83 0.097
H 0.0799 -2.9279 0.2542 0.92 0.26 0.35 0.332
H 1.4548 -4.0666 0.2170 -0.23 1.08 0.06 0.541
H -0.6880 0.2386 4.8414 0.79 -0.54 -0.63 0.446
C -5.5822 -1.9451 2.5782 -0.15 -0.10 -0.15 -0.469
N -4.3887 -1.5497 1.7854 -0.04 -0.16 0.08 0.924
O -3.6804 -2.4372 1.3530 -0.02 0.34 -0.09 -0.564
O -4.2029 -0.3563 1.6236 -0.01 -0.25 -0.08 -0.507
H -5.6194 -3.0247 2.6385 0.11 0.14 -0.11 0.346
H -5.4779 -1.5073 3.5685 -0.04 0.08 -0.20 -0.043
H -6.4599 -1.5573 2.0647 0.10 0.16 0.08 0.300
C 2.9191 1.2063 4.7933 0.03 0.31 -0.05 -0.573
N 3.5322 1.5749 6.0979 0.07 0.15 -0.02 0.928
O 3.5528 2.7542 6.3955 0.04 -0.24 0.08 -0.545
O 3.9697 0.6651 6.7748 -0.08 0.20 -0.07 -0.553
H 2.5747 2.1111 4.3013 0.07 -0.04 0.10 0.268
H 3.6839 0.7114 4.1991 -0.10 -0.11 0.08 0.280
H 2.0911 0.5423 4.9990 0.25 -0.03 0.09 0.254
C 4.6502 4.7523 -1.8506 -0.26 -0.13 -0.06 -0.611
N 5.4345 5.9225 -2.3288 -0.01 0.10 -0.05 0.911
O 4.8805 6.6966 -3.0859 0.18 -0.09 0.12 -0.530
O 6.5765 6.0189 -1.9259 -0.21 0.03 -0.10 -0.542
H 3.6571 4.7953 -2.2876 0.10 0.06 0.02 0.251
H 5.1731 3.8537 -2.1692 0.04 0.05 0.16 0.266
H 4.5972 4.8132 -0.7663 0.13 -0.08 -0.06 0.267
C -6.3449 -3.5567 6.8899 0.20 -0.04 0.21 -0.709
N -6.4369 -3.5006 5.4069 0.25 -0.05 0.01 0.943
O -5.4105 -3.6794 4.7779 -0.39 -0.24 0.39 -0.524
O -7.5338 -3.2804 4.9328 0.23 -0.03 -0.04 -0.519
H -5.3146 -3.7584 7.1678 -0.06 0.03 -0.12 0.309
H -6.6671 -2.5921 7.2751 -0.11 -0.10 -0.03 0.200
H -7.0005 -4.3556 7.2288 -0.07 0.13 -0.04 0.299
C 3.1142 2.2014 -4.8615 0.20 -0.05 0.23 -0.551
N 3.0311 2.2400 -6.3461 0.01 0.04 0.01 0.920
O 4.0577 2.0419 -6.9729 -0.33 0.13 0.09 -0.543
O 1.9418 2.4665 -6.8286 0.26 -0.07 0.00 -0.530
H 4.1398 1.9902 -4.5734 -0.07 0.00 -0.11 0.285
H 2.8017 3.1745 -4.4900 -0.13 -0.10 -0.03 0.268
H 2.4469 1.4147 -4.5162 -0.07 0.13 -0.02 0.133
C -6.4034 0.9504 7.0784 0.18 0.08 0.24 -0.803
N -6.2470 0.1371 5.8425 0.03 0.07 -0.04 0.816
O -5.1849 -0.4398 5.6790 -0.27 -0.02 0.01 -0.463
O -7.1920 0.1069 5.0830 0.23 -0.07 0.11 -0.476
H -5.4867 0.8852 7.6574 -0.03 -0.05 -0.12 0.315
H -6.5957 1.9763 6.7732 -0.12 -0.10 0.00 0.304
H -7.2431 0.5412 7.6359 -0.05 0.10 -0.12 0.291
C 5.8051 0.3108 -8.3994 -0.18 -0.06 0.06 -0.720
N 6.2528 -0.4255 -9.6125 -0.02 -0.05 -0.01 0.875
O 5.4052 -1.0139 -10.2562 0.25 0.06 0.03 -0.523
O 7.4397 -0.3852 -9.8732 -0.23 -0.05 -0.03 -0.529
H 4.7336 0.1882 -8.2921 0.11 -0.02 -0.14 0.333
H 6.3301 -0.1141 -7.5468 0.09 0.10 -0.09 0.289
H 6.0609 1.3579 -8.5378 0.06 -0.09 0.05 0.283
C -0.1011 -3.8670 -5.7191 -0.24 0.06 -0.16 -0.679
N 0.5095 -4.7440 -4.6843 -0.09 -0.10 -0.01 0.882
O -0.1838 -5.6238 -4.2140 0.23 0.15 0.02 -0.527
O 1.6655 -4.5138 -4.3829 -0.20 -0.05 0.05 -0.498
H -1.1259 -4.1854 -5.8856 0.10 -0.05 0.08 0.312
H -0.0690 -2.8463 -5.3434 0.14 -0.05 -0.05 0.229
H 0.4888 -3.9715 -6.6268 0.06 0.10 0.11 0.293
```
Forces are in eV/Å.

Summary:
Total energy ... -3485.5484 a.u.
Structure (SMILES) ... O=COCCCC[C@@H]1OC(=O)O[C@@]1(F)CCSc1nnco1.C[N+](=O)[O-].C[N+](=O)[O-].C[N+](=O)[O-].C[N+](=O)[O-].C[N+](=O)[O-].C[N+](=O)[O-].C[N+](=O)[O-].C[N+](=O)[O-]
Net charge ... 0
HOMO-LUMO gap ... 8.9 eV
Largest force on an atom ... 0.077 hartree/bohr
LUMO ... -0.0168 Eh

---

Entry 4:
Molecular formula: C34H49Cl2I2N3O4P3S
Method: DFT, ωB97M-V/def2-TZVPD

Geometry as XYZ:
```
98
Properties=species:S:1:pos:R:3:forces:R:3:mulliken_charge:R:1
C -4.4218 -2.4723 2.3173 1.48 1.03 -1.10 -1.120
C -3.1769 -1.9642 1.6814 -2.44 -0.73 2.53 0.337
N -2.7201 -2.1687 0.2590 0.42 0.78 1.27 1.354
C -1.5622 -3.0880 0.4564 -0.19 -0.05 1.73 -3.175
N -2.1322 -4.3928 0.9020 1.23 0.80 -0.63 0.684
C -1.5824 -5.0791 2.0733 0.03 -2.01 1.65 -0.659
C -1.4482 -4.3006 3.4945 0.68 -1.01 1.01 0.283
C -1.4547 -5.4373 4.7227 -0.15 0.48 -0.24 -0.649
C -0.5537 -6.7633 4.3949 -1.21 0.18 0.18 -0.820
C -0.4665 -3.2112 -0.7600 -0.83 1.87 1.27 1.565
P 1.0889 -3.8945 0.2233 0.94 -3.30 -0.70 0.353
S 1.4279 -5.7915 -0.2508 -0.15 1.22 0.32 -0.294
P -0.8303 -4.4695 -2.1076 -0.01 -1.80 -2.57 0.156
O -0.5141 -3.8869 -3.7571 -2.25 1.34 2.34 -0.490
I -3.2968 -4.9214 -2.3462 0.83 0.60 0.05 -0.003
N -0.0750 -1.7846 -1.2019 -0.42 1.08 1.72 0.687
C 1.0802 -1.7443 -2.1699 2.44 -1.36 -3.09 -1.391
C 2.3213 -0.7640 -1.8595 1.06 -0.09 0.59 0.207
C 2.1522 0.5055 -0.8956 1.17 1.36 -0.19 -0.604
Cl 2.9160 -0.1038 -3.5301 -0.55 -0.80 1.63 -0.167
C -1.3257 -0.9918 -1.6567 -2.96 -1.72 -0.79 -0.379
P -0.8511 0.5657 -2.6522 1.14 2.25 -0.04 0.420
O -0.8709 2.0670 -1.7283 0.18 -2.28 -0.26 -0.532
I -2.5952 1.0542 -4.4181 0.63 -0.36 1.33 -0.054
C -2.5535 -0.9582 -0.5854 -2.68 1.63 -1.29 -0.183
C -2.7756 0.4953 0.2013 0.14 0.95 -0.03 -1.097
C -1.5507 0.9318 1.1893 -0.65 0.43 1.36 0.080
C -2.2384 1.3528 2.6566 -0.21 -1.10 0.87 -0.308
C -1.1551 1.2154 3.9141 -0.33 0.41 -0.60 -0.915
C -3.9259 -0.9885 -1.5631 -0.62 1.11 0.23 -0.752
C -5.3268 -1.2667 -0.7594 -0.18 -0.90 -0.10 0.104
C -5.8318 -2.8249 -0.7431 -0.37 -0.51 -0.24 -0.724
Cl -6.6470 -0.3418 -1.7547 1.07 -0.71 0.88 -0.189
H -5.5308 -2.1995 1.9690 2.73 -1.60 -0.06 0.180
H -4.3925 -3.1600 3.2935 0.19 2.72 -1.55 0.179
H -2.4121 -1.4134 2.4141 -1.03 -2.14 -1.52 -0.024
H -0.9345 -2.6203 1.3609 -0.86 -1.03 -1.50 0.314
H -3.1350 -4.5450 0.6830 1.33 0.55 0.31 0.481
H -2.2916 -6.0179 2.2961 1.44 2.13 -0.71 0.300
H -0.5224 -5.5921 1.8703 -2.26 1.15 0.18 -0.022
H -0.3758 -3.8035 3.5563 -2.26 -0.56 -0.11 0.105
H -2.3084 -3.5629 3.7723 1.79 -1.16 -0.87 -0.161
H -1.0342 -4.8969 5.6764 -0.86 -1.12 -1.79 0.351
H -2.5860 -5.7169 4.9328 2.36 0.42 -0.41 0.305
H -1.1099 -7.4211 3.5684 1.53 1.49 1.70 0.214
H 0.5021 -6.3960 4.0425 -1.93 -1.09 0.73 0.214
H -0.5333 -7.4249 5.3697 0.33 1.38 -2.02 0.339
H 2.3032 -3.1974 -0.1265 -1.07 0.52 0.46 0.077
H 0.8898 -3.8500 1.6499 -0.12 0.92 -0.85 0.111
H -1.3113 -3.3298 -4.0596 1.68 -1.18 0.37 0.326
H 0.1681 -1.3257 -0.2712 0.22 -0.31 -1.38 0.171
H 0.7626 -1.5763 -3.3127 0.12 -0.10 2.96 0.515
H 1.5892 -2.8252 -2.2946 -1.46 2.18 0.73 0.648
H 3.2462 -1.4082 -1.4652 -2.20 1.37 -0.95 0.452
H 1.9359 1.4617 -1.5773 0.21 -2.11 1.61 -0.032
H 1.4010 0.4368 -0.0067 1.11 -0.12 -1.63 0.063
H 3.2154 0.7381 -0.4029 -2.37 -0.57 -1.08 0.397
H -1.7181 -1.7246 -2.5232 0.76 1.73 1.64 -0.005
H -0.0829 2.1354 -1.1186 -1.01 -0.32 -1.10 0.236
H -3.0182 1.3690 -0.5798 0.96 -2.13 1.48 0.504
H -3.7752 0.5234 0.8551 2.27 -0.72 -1.43 0.486
H -0.9435 1.8770 0.8653 -1.22 -1.84 0.28 0.240
H -0.7554 0.0582 1.3615 -1.72 1.60 -0.26 -0.268
H -3.1109 0.5847 2.9291 1.80 1.67 -0.90 0.146
H -2.7643 2.4101 2.6172 1.37 -2.11 -0.12 0.455
H -1.3936 0.2640 4.5822 0.65 1.98 -1.58 0.223
H -1.2327 2.1627 4.6037 0.38 -1.93 -1.37 0.312
H -0.0896 1.1394 3.4071 -2.02 0.17 1.47 0.218
H -4.0789 0.1156 -1.9920 0.52 -2.72 0.59 0.399
H -3.8683 -1.8051 -2.3969 0.05 1.62 1.43 0.097
H -5.3981 -0.8051 0.3099 0.34 -0.83 -2.16 0.114
H -5.1114 -3.5635 -0.1551 -1.51 1.90 -1.07 0.001
H -5.9199 -3.2875 -1.8347 0.23 1.36 2.20 0.293
H -6.9227 -2.8667 -0.2843 2.37 0.10 -0.83 0.324
C 6.2385 8.4589 0.9584 -0.17 -0.10 -0.30 -0.461
C 6.4370 7.2353 1.5975 -0.14 -0.25 -0.25 -0.477
C 6.0388 6.0504 0.9764 0.10 0.26 0.18 -0.513
C 5.4288 6.0899 -0.2833 0.22 0.25 0.45 0.232
C 5.2081 7.3151 -0.9113 0.27 0.32 0.46 0.170
C 5.6245 8.5019 -0.2941 0.11 -0.02 0.26 -0.573
C 4.5209 7.3724 -2.2176 -0.16 1.47 -0.60 0.618
O 4.3299 8.4480 -2.7716 0.09 -0.77 0.34 -0.661
C 4.0598 6.1164 -2.8420 -0.35 -0.39 -0.52 0.243
C 3.3557 6.1609 -4.0525 -0.12 -0.30 -0.16 -0.550
C 2.9277 4.9767 -4.6566 0.16 0.29 0.24 -0.662
C 3.2088 3.7478 -4.0603 0.17 0.08 0.34 -0.406
C 3.9051 3.7009 -2.8517 -0.24 0.05 -0.29 -0.521
C 4.3228 4.8886 -2.2366 -0.29 -0.30 -0.48 0.194
C 5.0272 4.8303 -0.9406 0.35 -1.09 0.68 0.542
O 5.2706 3.7509 -0.4135 -0.23 0.45 -0.27 -0.695
H 6.5571 9.3817 1.4384 -0.07 -0.17 -0.11 0.399
H 6.9041 7.2029 2.5793 -0.08 -0.01 -0.20 0.398
H 6.2017 5.0985 1.4790 -0.09 0.16 -0.27 0.442
H 5.4678 9.4611 -0.7844 -0.05 -0.32 -0.01 0.461
H 3.1349 7.1161 -4.5262 0.17 -0.16 0.25 0.471
H 2.3766 5.0138 -5.5938 0.12 0.02 0.18 0.413
H 2.8818 2.8249 -4.5343 0.07 0.15 0.09 0.359
H 4.1167 2.7380 -2.3896 0.08 0.30 0.00 0.573
```
Forces are in eV/Å.

Summary:
Total energy ... -4727.5463 a.u.
Net charge ... +1
HOMO-LUMO gap ... 7.4 eV
Largest force on an atom ... 0.081 hartree/bohr
LUMO ... -0.1419 Eh

---

- The highest net charge belongs to which entry?
  C34H49Cl2I2N3O4P3S

---

- Which value of total energy does entry 4 give?
  -4727.5463 a.u.

---

- Which formula does entry 2 have?
  C14H27BN2O4